10 unconnected molecules or ions with the total composition C25H39Cl18FN4O5PS, computed with ωB97M-V with the def2-TZVPD basis set.

Atoms and positions in Å:
H 0.9002 2.3772 -1.6463
O 0.2401 2.0228 1.8458
Cl 0.8732 4.3367 10.8305
C -1.4313 2.0727 -0.8472
H 0.8309 -7.8242 -2.0696
O -3.4200 2.9948 3.9316
C -0.8062 3.5610 -0.6787
Cl 3.8045 2.7630 -4.2422
Cl -0.6350 -9.6428 -2.6916
N -3.0174 0.2302 -3.9010
O -1.4036 -1.4666 2.4343
Cl 6.4040 4.0656 1.7593
Cl 2.7922 -8.9279 -1.3645
H 2.4569 1.0590 -0.9364
H 5.9998 5.7604 0.1698
H 4.1530 3.7963 -0.7647
O 1.2075 -0.7104 1.6676
H 5.7877 4.0234 -4.4491
H 2.2673 -7.2995 -2.9871
H -1.4413 4.2511 -1.3472
H -2.4431 -2.6719 -1.9264
Cl 3.4109 -2.6638 -0.1509
C 1.8841 -7.5517 -1.9987
H 0.8676 1.5115 4.8905
C 4.3497 -3.9886 -0.8550
Cl 1.6401 1.5525 10.4217
H -0.9692 -10.6260 -0.5737
C -1.4890 1.0421 0.3396
C 4.6759 0.9645 -0.6666
H -9.2933 0.9165 -2.4573
H -0.3266 2.6427 9.7109
F -2.9290 3.4863 1.6939
H 4.5622 -0.1473 -0.9289
N -3.1657 -1.9417 -1.8569
C -2.1259 -1.5039 1.2022
C -4.3347 0.2850 -3.9115
Cl -7.1537 -0.2641 0.1340
H 2.0477 5.1177 -0.7541
H 2.3016 2.0402 3.9734
C -7.3113 -1.6731 -0.9217
C 0.7240 2.9218 9.7817
C 3.2429 1.6839 -0.3467
Cl -8.8181 0.8048 -4.7670
H 5.0030 -4.4053 -0.0890
C 0.3934 -3.3473 0.9147
Cl 5.3372 -3.4228 -2.2069
Cl 4.1496 5.6436 -3.9433
C -2.0705 -0.3963 0.0611
Cl 2.0433 -6.1399 -0.9426
H 1.1069 3.1722 8.7932
C -1.6228 -10.2074 -1.3382
N -1.8694 1.5284 2.9184
H 0.1637 -2.9662 -0.1455
H 5.2560 1.4883 -1.5011
C -2.7787 2.7235 2.8907
H 7.7323 5.3630 0.3050
Cl -2.5569 -8.8828 -0.6332
C 1.9185 1.7896 4.9620
H -0.7562 3.9030 0.4086
H -8.3644 -1.9414 -0.9998
Cl 2.8330 0.4190 5.6019
P 0.2320 -2.0203 2.2622
Cl -11.4251 0.8469 -3.4604
H -6.9203 -1.4220 -1.9075
H -2.5306 0.7382 2.7309
Cl -6.4131 -3.0552 -0.2835
H 4.6697 4.2986 -5.8101
H 0.6965 4.0402 -2.4027
H -9.6636 -0.6867 -3.1449
N -1.9361 1.7609 -2.1885
H 1.6660 3.9214 0.6691
H -2.3092 -10.9735 -1.6967
Cl 6.5916 3.8939 -1.1459
O -2.9044 -2.4991 1.0306
S -5.9776 0.3776 -4.0936
H 3.6620 -4.7570 -1.2138
C 4.7464 4.1775 -4.7302
H -0.1707 -4.3276 1.1746
C -0.9377 1.5619 1.7523
H 1.5174 -3.6467 0.9066
C 3.1973 3.1866 -0.9295
H -1.9125 2.4685 -2.9527
H 5.2891 0.9900 0.3187
C -9.7271 0.3890 -3.3066
Cl 2.0682 3.2044 6.0114
H 3.0748 3.0799 -2.0808
C 6.7243 4.9521 0.2644
C -2.5178 0.4768 -2.5207
C -2.5983 -0.6560 -1.4140
H -3.9717 -2.2299 -1.2837
H 1.4774 -0.8908 0.7365
C 1.8650 4.0132 -0.4574
C 0.6636 3.4861 -1.3954
H 2.9470 1.5998 0.7596

orbital gap = 6.343 eV
maximum force = 6.5 eV/A
spin multiplicity = 1
total charge = +1
E_LUMO = -0.1983 hartree

---

A molecular structure, C25H40AlBClF5N5O15P, computed with ωB97M-V with the def2-TZVPD basis set.

Atoms and positions in Å:
H 0.8350 -4.6571 2.0295
H 1.3732 0.2562 3.3190
H -0.2751 -6.0257 2.0725
C 11.9558 4.3841 1.6223
H -6.7909 1.0418 -3.5953
H 1.8464 0.4077 -0.5650
H -3.0281 0.8025 2.3703
C 5.3641 -9.8702 -0.1508
H -3.2147 0.7067 0.4954
C 5.9318 -10.2273 -1.4246
N -0.1101 1.1141 0.2458
C -7.0338 0.0029 -0.4557
C 6.9117 4.4810 3.5660
C -11.7104 1.4882 -6.9182
F -1.8194 3.3294 2.5031
C -1.0006 0.5872 1.3493
C 6.9689 -5.9573 -1.3435
H -3.7757 3.0565 1.6687
N 4.6130 5.0377 3.0167
H -1.0977 -0.5871 1.1617
H 1.0814 -0.5839 0.9023
C -10.7841 2.4930 -6.2616
H 3.3027 3.3720 0.9356
H -9.7439 2.3411 -6.5679
H -5.4531 2.3613 -1.9284
H -0.1240 2.1531 0.1499
F -10.7537 -0.5168 -2.8467
P 2.3817 1.4231 1.6926
F -10.7259 -0.6515 -5.0239
N -6.0259 1.5681 -1.6705
H 9.6648 4.5108 -0.0645
H -5.6548 1.5315 0.4336
H -0.4718 0.7290 -0.6780
C 1.2616 0.5046 0.4478
H -0.5516 0.7697 2.4196
C 5.8814 4.8784 2.5490
N -1.3588 -3.0694 2.7864
H 11.9417 5.3423 1.0967
N 1.9412 -6.7571 -0.1260
C -7.4149 -0.1617 -1.8088
H -8.0832 -0.9133 -2.2089
H -11.0635 3.4860 -6.6335
C -11.0210 0.1749 -3.9919
H 10.2893 2.8284 -0.0842
H 12.5662 3.6598 1.0770
H -11.8126 1.7070 -7.9861
O 6.1431 5.0544 1.3646
O 7.9327 -7.7916 -0.4014
H 7.6905 5.2477 3.6035
O 5.7444 -8.6299 0.1860
C -2.5315 1.1736 1.3504
H -12.7022 1.4999 -6.4569
C -2.6462 2.8130 1.3676
H -2.3949 3.3274 0.3352
H 7.3521 3.5241 3.2727
C 8.1264 -6.4943 -0.6770
H 8.7800 3.2153 0.7713
B 6.5978 -8.1373 -0.9000
C -2.0845 -2.4596 3.4608
O 2.4662 3.1505 1.4607
C 1.2155 -6.1473 0.5485
H -10.5322 1.9573 -3.0124
Cl 1.0168 4.5748 0.3579
O -10.9384 2.5664 -4.8487
C -6.1728 1.0761 -0.3997
O 6.0425 -6.9149 -1.4898
O 5.7772 -11.2879 -2.0080
O 1.9048 1.1179 3.3733
O -8.9891 1.4868 -4.3080
H -7.3520 -0.5974 0.3867
O 4.6427 -10.5745 0.5369
H -11.3138 0.4750 -6.8401
H 12.3940 4.5351 2.6146
C -3.0031 -1.6877 4.3143
C 0.2969 -5.3754 1.4020
H -3.7265 -1.1196 3.7199
H -3.5751 -2.3380 4.9848
F -12.3753 0.3416 -4.0046
O 3.8609 0.7959 1.5733
H -0.4265 -4.8073 0.8076
H 3.9007 5.3055 2.3498
C -10.2824 1.5717 -4.0124
H -2.4650 -0.9694 4.9418
O 6.8296 -4.8069 -1.7261
O 10.0582 3.6650 2.8803
F -4.6832 4.3033 2.1079
O 6.6717 -9.2128 -1.8940
H 4.3490 4.9043 3.9821
H 6.4772 4.3748 4.5640
C -6.7756 0.8163 -2.5373
C 10.5522 3.8613 1.7712
O 9.1421 -5.8796 -0.3943
C 9.7761 3.5882 0.5106
Al 4.0168 2.3568 3.4335

relative energy (zero: lowest compared OMol25 entry of this formula, charge and spin) = 176.28 kcal/mol
orbital gap = 0.825 eV
maximum force = 5.5 eV/A
spin multiplicity = 1
E_LUMO = -0.2736 hartree

---

A molecular structure, C25H40AlBO4, computed with ωB97M-V with the def2-TZVPD basis set.

Atoms and positions in Å:
H -1.9851 -0.4199 -3.8903
C 0.8826 -1.4398 -2.6004
O -0.6813 -1.1896 3.3738
B -0.9258 -1.7955 2.1287
O -0.1234 2.1590 -2.1385
H -2.4790 2.1669 1.2566
H 0.5777 4.4481 -1.2227
O -0.0373 -2.7708 1.7582
H 0.7816 -2.3361 -1.9605
H -0.7915 3.7114 -0.3270
H 2.1799 -0.6948 -0.0734
C -0.7721 -2.9590 4.9190
H -2.3375 -1.5422 -0.9402
C -0.5090 4.2853 -1.2341
H 0.4765 4.6887 -3.7462
C 2.2109 -2.2840 2.5238
C -2.1729 0.5956 -0.2955
H 2.1331 -1.1976 2.3583
H 2.0158 3.5859 0.7631
C 1.7167 0.2998 0.0364
C 0.8732 -2.9114 2.8887
H -2.4674 3.1823 -3.8758
C 2.4037 1.5643 -0.1261
C 0.6185 0.5840 0.9801
C 0.1272 3.6638 -3.6501
C 0.9536 -1.7854 -4.0780
H -2.7790 2.3882 -2.3173
H -2.6177 1.0653 -1.1699
H 1.7148 -4.5523 3.9942
C -2.4116 0.0851 1.9372
C -2.1336 -1.2190 1.2893
H 0.5890 -0.7581 5.7124
C 0.1819 -2.1093 4.0790
C -2.3633 1.1094 1.0482
H -0.9552 5.2934 -1.2160
H -0.2192 -3.6097 5.6145
C 1.1533 -1.3486 4.9773
H 1.8088 3.0380 -2.3842
H -0.7575 0.9508 -3.9216
H 0.1439 -0.1525 1.6277
H -2.9396 -1.9550 1.4261
H 1.3549 1.8130 -3.6261
H -0.2541 3.2720 -4.5972
C -2.2895 3.2604 -2.7870
C 1.0499 -4.3930 3.1375
H -1.4220 -3.5606 4.2614
H 0.7441 -2.8507 -4.2147
H 1.7449 -0.8077 -2.3050
Al -0.3095 0.1633 -0.8501
C -0.9242 -0.1380 -3.8904
H -0.0560 2.4858 1.9622
H -0.6539 -1.5573 -5.5126
H 3.3438 1.7036 -0.6649
C 0.6324 1.9811 1.2830
C 1.0029 2.6224 -2.9907
C -1.9357 -0.8537 -0.1857
H 0.5021 -0.2292 -5.5067
H -2.8338 4.1544 -2.4381
C -0.0450 -0.9226 -4.8597
H 0.0939 -4.9016 3.3261
H 2.6055 -2.7235 1.5975
H 2.9409 -2.4868 3.3236
H -2.5964 0.1775 3.0021
H 1.8013 -2.0532 5.5347
H 1.5031 -4.8671 2.2605
H 1.9675 -1.5822 -4.4235
H 1.7992 -0.6627 4.4094
O -0.3592 -0.5732 -2.4614
H -1.4182 -2.2757 5.4908
C 1.7480 2.5421 0.6539
C -0.8207 3.4286 -2.4535

relative energy (zero: lowest compared OMol25 entry of this formula, charge and spin) = 10.39 kcal/mol
orbital gap = 4.504 eV
maximum force = 3.7 eV/A
spin multiplicity = 1
E_LUMO = 0.0074 hartree

---

A molecular structure, C25H40BF12NO13SSi, computed with ωB97M-V with the def2-TZVPD basis set.

Atoms and positions in Å:
C -1.3220 0.4166 1.0576
O 5.4912 -1.1273 -2.4635
H 2.8065 -2.8467 2.9605
O 2.9397 3.8052 -3.3420
C 2.4064 4.8786 -3.2246
C -5.0100 -2.6042 1.4694
F 7.0124 -2.3085 -5.0834
H -0.7480 2.6368 1.0846
H 5.3580 -0.2123 5.0713
C 2.2438 3.1439 4.2078
C 6.3335 -2.7921 -4.0200
H 3.2034 2.5824 0.0831
H -6.7390 -3.2913 5.2542
C 4.3262 1.4868 2.2075
H 3.7157 -0.7223 5.7226
H -5.1411 -0.6831 5.4038
H -2.0881 -0.2966 1.5142
F -10.3367 -0.6559 -4.3776
F -11.1610 0.2368 -2.5878
C -5.8640 -2.2827 2.6922
C -1.3983 1.9085 1.7059
B 4.2076 -1.7387 3.7228
O 3.0669 -2.6223 3.8858
H 3.2168 0.1016 -1.3495
H 6.1413 -1.6784 0.0417
H -7.7160 -3.7033 -2.3535
C -6.9613 -2.9183 -2.2656
N 3.0396 2.3879 4.9058
F -11.9425 -1.6386 -3.3226
H 3.5937 4.8404 -5.4939
F 6.8677 -3.9996 -3.7425
H 5.4500 1.3326 2.4008
C -9.7849 -1.6871 -2.2887
H 1.8754 4.0273 -7.1542
O 5.2074 -1.9106 2.6915
H 7.6323 -2.5665 0.3095
C 6.3915 -1.8383 -2.8302
H 0.5911 4.7505 -6.1599
F -3.8688 -3.2497 1.7864
C 1.2428 -1.2423 -0.4336
F 5.0761 -3.0208 -4.4421
H 2.2707 1.6204 -1.7981
Si 3.3961 0.9750 3.8303
S 1.5477 4.1660 3.0749
C 0.2440 -1.3898 0.8608
F -4.6416 -1.4864 0.8046
H -6.7123 -0.8396 4.6316
H 4.1754 2.6191 2.0501
O 2.1645 5.7227 -4.2491
H -6.7467 -0.9285 -1.4934
H 2.6599 6.1636 -6.1769
H 4.6996 -1.8348 1.8449
H 7.4448 -0.9307 0.9794
C 1.5892 4.3050 -6.1377
F 2.7775 6.4759 -1.4927
F -5.6487 -3.3839 0.5763
H -6.5242 -2.2818 6.6943
C -5.7936 -1.3799 4.8744
O 0.0225 -0.0607 1.3806
C 4.2916 -0.4689 4.7513
C -7.5277 -1.6853 -1.5895
H 8.8908 -0.8637 -1.0305
O -7.0559 -2.4343 2.7675
H 0.9679 -2.0162 -1.2468
C 2.7707 1.5476 0.3807
H -7.8872 -1.9068 -0.5809
O 7.6133 -1.8732 -2.2580
H -2.4735 2.2727 1.8292
H -5.1406 -3.1253 5.9627
F 1.8887 4.5967 -0.9055
H -1.4643 0.5259 -0.0851
C 2.3809 0.8038 -0.9841
O -5.0996 -1.7665 3.6771
H -0.7079 -1.9727 0.6195
H 1.5184 3.3946 -5.5382
H 2.3187 -1.3619 -0.0525
C 1.9463 5.4948 -1.9067
O 3.8309 0.7847 1.0381
C 2.5923 5.2756 -5.5457
H -0.8391 1.8114 2.7157
F 0.7191 6.0482 -1.9921
C -10.8050 -0.9419 -3.1447
H 0.8787 -1.9439 1.6570
O -8.5722 -1.1018 -2.3851
H 2.0813 0.4160 3.4282
C -6.0677 -2.5866 5.7503
C 7.2251 -1.5695 0.1218
C 7.8121 -0.9840 -1.1469
O 1.1148 0.1037 -0.9509
O -10.0229 -2.6432 -1.5971
H 1.8875 1.7310 1.0860
H 7.3996 0.0049 -1.3640
H -6.6282 -2.6818 -3.2797
H -6.1170 -3.3140 -1.6997

orbital gap = 9.325 eV
maximum force = 6.6 eV/A
spin multiplicity = 1
E_LUMO = 0.0002 hartree

---

A molecular structure, C25H40BF4N7O2PV, computed with ωB97M-V with the def2-TZVPD basis set.

Atoms and positions in Å:
H -2.0679 -2.9242 3.4749
H 3.9321 1.0995 0.7155
F 1.2085 1.9786 -2.0565
F 3.5446 3.0295 -2.7267
H -2.7788 2.8922 1.4425
H -4.2983 1.3151 0.3653
C 3.7166 0.2017 1.3005
N -1.5930 -1.6393 0.2701
C 1.9540 2.5354 -1.0924
H 1.2439 1.2662 2.7481
C 2.2768 3.2771 1.1350
H -0.2100 -3.8994 -1.2866
N -0.7947 -1.1293 3.1157
C 4.4548 -1.0772 -1.3865
C -0.3186 -0.4891 -2.7625
H 0.3599 -1.3795 -4.4844
H 3.4100 -0.3370 3.3947
C 0.5395 -1.5345 -3.4194
H -0.6694 3.7515 0.9171
B -2.0624 -1.9549 2.7685
C -2.8883 -3.2933 -0.5326
H 4.8130 0.6677 3.0700
P 2.2736 -0.6154 0.4973
F 4.1831 4.4992 1.6981
N 0.5498 -3.3914 -1.7218
C -0.6381 2.7499 1.3599
V -0.2386 0.1459 0.2490
C 2.9477 -0.9318 -1.1813
N -2.0090 -2.4142 1.2945
H -0.7295 -1.6945 5.1171
H 3.4366 -3.4824 0.1520
C -0.3400 -1.0372 4.3608
H 2.5724 -0.1230 -1.8114
C 0.5942 -0.0147 4.4344
H -3.0351 -1.2532 2.9333
H -2.1357 1.4458 2.2429
H 2.4221 -1.8322 -1.5059
N 0.3014 1.9234 0.5787
H 1.1914 -2.6744 0.9762
C -2.1398 -2.1675 -0.8328
C 2.1198 -2.2284 1.3464
C 0.1907 -2.9918 -3.0824
N -0.1924 -0.2034 2.3378
N -2.2035 1.2765 0.1763
H -1.3139 2.6783 -1.1407
H 1.3476 -4.0159 -1.7383
C 0.6435 0.4733 3.1468
C -2.0195 2.1024 1.3790
H 3.2212 1.3862 3.0787
H -3.0740 2.8531 -0.9155
H 1.9424 -1.9960 2.4011
H 4.8876 -1.8668 -0.7755
O -1.1320 0.1874 -3.3194
C 3.9440 3.7854 -0.5319
H 4.6503 -1.3274 -2.4290
C 3.1616 3.1147 -1.4519
H 4.2199 -2.7889 1.5717
H 1.1439 0.3236 5.2922
H 3.0845 -4.1142 1.7547
F 1.9048 3.3611 2.4241
H 4.9887 -0.1524 -1.1747
C 1.4930 2.5661 0.2230
H 1.5931 -1.3373 -3.2245
C -2.7716 -3.4085 0.8415
H -3.2042 -4.1082 1.5335
H -3.6583 -0.0341 -0.6000
H -2.4075 1.5213 -1.9027
H -3.4980 -0.0613 1.1676
H 4.5249 -0.4970 1.0703
H -3.4428 -3.9189 -1.2059
H -0.8780 -3.1420 -3.2458
O -0.1272 -0.2766 -1.4096
C 3.7733 0.4957 2.7942
H 4.8776 4.2448 -0.8179
H -2.0108 -1.7137 -1.7928
C -2.2509 2.1396 -1.0224
H 0.6947 -3.6125 -3.8285
C 3.2838 -3.2015 1.1936
C 3.4732 3.8682 0.7639
C -3.4952 0.5751 0.2854
H -0.3006 2.8640 2.3937

expectation value of S² = 0.7818
orbital gap (alpha / beta) = 7.493 / 8.267 eV
maximum force = 1.6 eV/A
spin multiplicity = 2
total charge = +1
E_LUMO (alpha / beta) = -0.1542 / -0.1255 hartree